ORCA calculation (ωB97M-V with the def2-TZVPD basis set) on a 13-piece molecular cluster, C63H150N6O23P2 overall.

The geometry in XYZ format:
```
244
Properties=species:S:1:pos:R:3:forces:R:3:mulliken_charge:R:1
C 0.9136 5.2047 -3.7011 -0.4 -0.6 0.9 -1.1933
C 2.0662 5.5062 -2.7573 -0.2 1.6 -0.5 -0.4143
N 1.6773 6.5512 -1.8079 -0.8 0.2 -0.3 0.2579
C 0.4643 6.2809 -0.9433 2.4 0.7 -0.4 -0.5979
C -0.6028 7.1706 -1.3788 -1.5 1.1 -0.2 -1.0809
C 2.7452 7.2126 -1.0909 1.9 -0.5 -0.1 -0.5038
C 3.9974 7.6372 -1.9144 0.0 -1.4 -0.5 -1.3781
H 0.1189 4.7504 -3.1094 -0.1 -0.7 -0.5 0.1371
H 1.3210 4.5855 -4.5003 -0.6 -0.3 0.0 0.4307
H 0.4245 6.0888 -4.1100 0.6 0.2 -0.1 0.2994
H 2.5441 4.6473 -2.2860 -0.3 -0.6 0.1 0.3379
H 2.7930 5.8802 -3.4784 0.5 0.5 0.6 0.3507
H 0.0211 5.2853 -0.9659 0.9 -0.5 0.0 0.2536
H 0.7334 6.6039 0.0624 0.1 -0.7 0.3 0.4178
H -1.4765 6.8441 -0.8146 -0.6 0.2 -0.5 0.3983
H -0.4494 8.2153 -1.1082 0.3 0.0 -0.1 0.2961
H -0.6879 7.0953 -2.4628 -0.6 0.1 0.2 0.2039
H 3.0882 6.4815 -0.3589 0.5 0.1 0.7 0.4022
H 2.5247 8.1300 -0.5451 -1.1 -0.2 0.0 0.3345
H 4.5158 6.7920 -2.3670 -0.4 -0.5 -0.2 0.3080
H 4.8287 7.9786 -1.2974 -0.5 0.8 0.3 0.4033
H 3.7783 8.2753 -2.7705 -0.1 0.4 0.4 0.3500
C -4.2549 2.3733 4.8007 -0.6 0.9 -0.6 -1.2909
C -5.7282 2.0917 5.2093 1.4 1.2 1.4 -0.3210
N -5.8839 2.3253 6.6786 0.5 0.0 -0.2 -0.0237
C -7.2388 2.6772 7.0781 -0.4 -1.2 -0.3 -0.7558
C -8.2579 1.5211 6.9271 0.1 0.9 0.2 -1.0158
C -5.2519 1.2704 7.5566 -0.2 0.7 -2.2 -0.5054
C -5.1615 1.6995 8.9993 -1.9 -0.5 -0.1 -1.3855
H -3.8297 1.5603 4.2121 0.4 0.0 0.5 0.2607
H -3.6514 2.7978 5.6031 0.1 -0.9 0.3 0.4152
H -4.2729 3.2430 4.1439 0.0 -0.1 -0.5 0.3698
H -6.2991 2.9019 4.7557 -0.5 -0.5 -0.1 0.3033
H -5.9782 1.1119 4.8024 -0.6 -0.2 0.3 0.3288
H -7.1914 3.0575 8.0985 -0.3 0.0 -0.1 0.3704
H -7.7098 3.4245 6.4395 0.8 0.6 -0.1 0.4131
H -9.2350 2.0027 6.9649 -0.3 -0.3 0.4 0.4217
H -8.1983 1.1424 5.9067 0.2 -0.4 0.2 0.2613
H -8.1469 0.7650 7.7043 -0.2 -0.2 -0.3 0.2728
H -4.2657 1.1001 7.1248 0.1 0.1 0.1 0.4270
H -5.8236 0.3752 7.3120 0.0 -0.6 0.8 0.4244
H -4.7499 0.9597 9.6859 1.1 0.4 -0.3 0.4018
H -6.1825 1.6622 9.3792 -0.3 0.5 0.1 0.2908
H -4.8537 2.7448 9.0253 0.5 -0.3 0.5 0.3373
C 1.0068 2.4906 7.7737 -1.6 -0.2 -1.7 -1.4214
C 2.0712 3.4679 8.0064 1.7 2.2 1.2 -0.2456
N 1.9915 4.8278 7.3080 -0.2 -1.1 2.0 0.1585
C 2.8804 5.8791 7.8370 0.5 -0.1 -1.9 -0.2912
C 2.9353 6.0922 9.2777 -0.3 -0.5 2.4 -1.4270
C 1.9390 4.7941 5.8910 -0.9 -0.9 -1.5 -0.6132
C 3.1955 4.6606 5.0348 0.7 0.1 -0.3 -1.1912
H 1.0678 1.5484 8.3182 0.4 0.3 0.2 0.4112
H 0.9596 2.2372 6.7146 -0.2 -0.3 -0.1 0.2917
H 0.0753 2.9991 8.0225 -0.3 -0.3 0.0 0.3218
H 1.9482 3.6567 9.0728 0.4 0.5 0.1 0.3283
H 3.0620 3.0212 7.9232 0.3 -0.1 -0.3 0.2974
H 3.9036 5.7209 7.4963 0.4 -0.4 -0.1 0.3296
H 2.6597 6.8508 7.3952 -0.6 -0.1 -0.5 0.3589
H 3.2070 5.1694 9.7904 0.0 0.0 0.2 0.3392
H 3.6836 6.8123 9.6086 0.1 0.1 -0.5 0.3852
H 1.9947 6.4361 9.7080 -0.2 -0.1 -0.1 0.3246
H 1.2532 5.5705 5.5517 0.4 0.6 -0.2 0.3838
H 1.3809 3.9135 5.5730 -0.3 -0.2 0.4 0.2201
H 3.9210 5.4683 5.1311 0.0 0.0 0.2 0.3285
H 2.9721 4.5870 3.9705 -0.5 0.4 -0.1 0.4242
H 3.7040 3.7055 5.1665 0.2 0.0 0.7 0.2860
C 11.3440 -4.6525 1.3484 0.7 -0.4 -0.2 -1.2321
C 10.8345 -3.3540 1.8422 -1.0 0.4 -0.1 -0.5477
N 10.3550 -3.5100 3.2371 0.1 2.0 -1.4 0.0390
C 11.4475 -3.0853 4.1499 -0.2 -2.1 0.1 -0.6187
C 11.2479 -3.8849 5.4440 0.9 0.2 0.2 -1.0477
C 9.2243 -2.5856 3.3884 -0.9 -0.4 1.2 -0.4281
C 7.9409 -3.0047 2.6761 0.5 -0.4 -0.6 -1.3018
H 12.2010 -4.9302 1.9619 0.1 -0.5 -0.2 0.2679
H 11.6289 -4.5832 0.2986 0.2 -0.1 0.0 0.4047
H 10.5438 -5.3866 1.4430 0.2 -0.1 0.1 0.2870
H 11.5049 -2.5023 1.7274 0.6 0.0 0.2 0.3923
H 10.0339 -3.0698 1.1593 -0.5 0.0 0.3 0.3740
H 11.5411 -2.0108 4.3072 -0.2 0.2 -0.1 0.3672
H 12.3541 -3.4714 3.6839 0.3 0.4 0.0 0.3985
H 11.9119 -3.5851 6.2547 -0.5 1.0 0.3 0.3930
H 11.6578 -4.8925 5.3743 -0.8 -0.4 -0.8 0.2689
H 10.1848 -3.8658 5.6838 0.3 -0.2 0.5 0.2678
H 9.0369 -2.5879 4.4622 -0.2 0.5 0.1 0.4223
H 9.4288 -1.5717 3.0445 0.5 0.3 0.2 0.2893
H 7.7932 -4.0789 2.7874 -0.1 0.0 -0.1 0.3191
H 7.0216 -2.4899 2.9553 0.3 0.2 0.5 0.3923
H 8.0793 -2.7611 1.6227 -0.2 -0.3 -0.2 0.2928
C 9.3482 4.9970 -1.6282 0.7 0.9 0.2 -1.3296
C 9.4491 4.0010 -0.4870 -0.1 -0.6 -1.9 -0.4821
N 8.1016 3.6661 -0.0952 -0.9 0.0 -0.5 0.0216
C 7.2575 2.8526 -1.0618 0.9 -0.7 2.0 -0.6547
C 7.7906 1.4336 -1.5127 -0.5 1.4 -0.1 -1.0711
C 8.1217 3.0906 1.2235 1.5 1.2 1.5 -0.4953
C 8.4938 4.1509 2.3433 0.1 0.0 0.3 -1.3098
H 10.3358 5.1243 -2.0717 0.0 0.3 -0.1 0.3901
H 8.9817 5.9415 -1.2260 0.4 0.2 0.1 0.2860
H 8.6375 4.8369 -2.4389 0.1 -0.9 0.1 0.3112
H 10.0389 3.1340 -0.7847 -0.3 -0.9 -0.8 0.3792
H 10.1873 4.2694 0.2688 -1.0 1.1 0.7 0.4616
H 6.4310 2.7304 -0.3618 -0.6 -0.3 -0.8 0.4328
H 6.9325 3.3627 -1.9686 0.2 0.5 0.4 0.3198
H 8.5990 1.0361 -0.8991 -0.1 0.1 -0.1 0.2876
H 6.9475 0.7429 -1.5256 0.1 -0.1 0.1 0.3425
H 8.0960 1.5832 -2.5483 0.4 -0.5 0.1 0.3100
H 9.0188 2.4714 1.2281 -0.3 -1.2 0.4 0.2514
H 7.2226 2.5670 1.5483 0.1 -0.1 -0.5 0.5080
H 8.4946 5.2022 2.0555 -0.4 -0.1 -0.5 0.3440
H 9.4921 4.0154 2.7595 0.3 -0.3 -0.3 0.3531
H 7.8923 4.0981 3.2508 -0.5 -0.2 -0.2 0.3432
C -1.3100 -3.6759 7.3285 -0.5 -0.1 -0.6 -1.2989
C -0.1145 -4.5929 7.6139 -0.2 0.7 -0.4 -0.4935
N 1.1631 -3.8795 7.4598 0.1 1.9 0.5 0.0219
C 2.2024 -4.7015 7.9838 0.9 -0.9 0.5 -0.5684
C 3.6430 -4.1020 8.2209 -2.1 0.1 -0.4 -1.2212
C 1.4352 -3.2905 6.1280 -1.4 -2.0 -1.1 -0.5025
C 1.2353 -4.3312 5.0054 -0.2 -0.4 -1.1 -1.1066
H -2.2292 -3.8347 7.8922 0.3 -0.5 0.6 0.3796
H -1.6795 -3.8364 6.3157 0.3 0.4 -0.3 0.2521
H -1.0768 -2.6231 7.4877 0.3 -0.1 -0.2 0.3170
H -0.2452 -5.0392 8.5997 0.6 0.5 0.3 0.4860
H -0.0927 -5.4752 6.9743 -0.4 -0.2 -0.5 0.4146
H 1.8235 -5.0660 8.9386 0.2 0.3 0.4 0.4066
H 2.1541 -5.6340 7.4214 1.0 -0.5 -0.5 0.4035
H 3.4627 -3.2312 8.8512 0.3 0.0 0.2 0.3083
H 4.2561 -4.8340 8.7466 0.1 0.1 -0.2 0.3858
H 4.0922 -3.7202 7.3040 0.2 -0.4 0.0 0.2866
H 2.4339 -2.9128 5.9091 0.0 0.2 1.2 0.3481
H 0.6909 -2.5390 5.8647 0.2 0.4 0.6 0.2339
H 1.5871 -3.9405 4.0506 0.4 0.2 0.0 0.4353
H 0.2043 -4.5741 4.7482 -0.3 0.1 0.5 0.2359
H 1.7151 -5.3027 5.1237 0.3 0.1 0.3 0.2775
C 0.8753 0.8118 -0.1943 -0.9 -0.3 1.1 -1.1995
C -0.4830 0.1654 -0.5678 0.8 0.0 1.1 -0.1721
O -0.5252 0.0115 -1.9781 -1.4 0.3 -1.7 -0.2671
P -1.9157 0.0175 -2.8023 -0.2 -2.2 0.3 0.7629
O -2.9916 -0.8823 -2.2822 1.0 1.4 -0.2 -0.7336
O -2.3286 1.5473 -2.9091 1.3 -0.8 -0.2 -0.0105
C -3.6969 1.8707 -2.8241 -0.4 1.5 0.6 -0.0940
C -3.9619 2.3183 -1.4274 -1.1 -0.4 1.9 -1.3202
O -1.4612 -0.4578 -4.2749 1.0 0.5 2.3 -0.3955
C -2.3720 -0.3517 -5.3489 0.1 0.5 -0.6 -0.3184
C -2.2787 1.0478 -5.9405 -0.4 -0.4 -0.9 -0.8462
H 0.7697 1.1600 0.8331 -0.2 0.3 0.2 0.4015
H 1.7457 0.1673 -0.0712 -0.1 -0.2 -1.0 0.3123
H 1.0308 1.7100 -0.7919 0.3 -0.3 -0.2 0.2656
H -0.7263 -0.7944 -0.1122 0.7 -0.3 0.0 0.3577
H -1.2528 0.7703 -0.0885 -0.4 0.7 -0.9 0.2021
H -3.8388 2.7634 -3.4332 -0.2 -0.5 -0.7 0.3316
H -4.3122 1.0022 -3.0589 -0.1 0.3 -0.3 0.3118
H -3.9720 1.4396 -0.7826 0.1 -0.1 0.2 0.2868
H -3.3066 3.0423 -0.9431 0.6 0.0 -0.7 0.2660
H -4.9454 2.7676 -1.2897 -0.3 -0.1 -0.4 0.3990
H -2.0170 -1.1161 -6.0400 -0.3 0.1 -0.2 0.3843
H -3.3902 -0.5932 -5.0441 0.0 -0.1 0.1 0.2724
H -2.9782 1.1024 -6.7747 -0.3 0.1 0.0 0.3656
H -2.5182 1.8272 -5.2171 0.2 -0.1 -0.2 0.1413
H -1.3187 1.2157 -6.4288 0.2 0.1 0.5 0.2778
C -2.8339 -7.6578 2.0969 1.4 -0.3 -0.6 -1.0836
C -1.5488 -8.5084 2.1234 0.2 1.0 -0.2 -0.2927
O -1.1624 -8.7118 0.7460 0.5 -0.3 -0.7 -0.2768
P 0.3452 -8.6521 0.1934 -1.2 0.0 -0.7 0.9337
O 1.2204 -7.7859 0.9929 0.1 -0.4 -0.3 -0.7141
O 0.6884 -10.2205 0.1185 -0.6 1.4 0.0 -0.2771
C 1.9330 -10.6438 -0.4168 0.5 0.9 -0.1 -0.1295
C 2.0360 -12.0941 -0.2244 -0.3 -1.4 -0.7 -1.2965
O 0.1737 -8.2314 -1.3829 0.9 -2.7 2.6 -0.3324
C -0.6400 -7.1675 -1.8163 1.4 -0.1 0.3 0.0922
C 0.3285 -6.0611 -2.2233 -1.3 0.7 0.0 -1.0859
H -2.9780 -7.1823 3.0671 -0.8 -0.7 0.1 0.3725
H -2.6939 -6.8090 1.4275 0.3 0.0 -0.2 0.2608
H -3.5792 -8.2917 1.6166 -0.6 0.3 0.8 0.3064
H -0.7326 -7.9911 2.6276 0.0 0.1 0.0 0.3435
H -1.6849 -9.4744 2.6097 -0.1 0.0 -0.2 0.2792
H 2.0361 -10.2980 -1.4453 -0.1 -0.2 -0.2 0.3102
H 2.7510 -10.2001 0.1509 0.0 0.4 0.1 0.2967
H 1.3033 -12.7040 -0.7528 -0.5 0.4 0.0 0.3321
H 2.9484 -12.4338 -0.7145 0.5 -0.1 0.8 0.3797
H 1.8992 -12.2959 0.8380 0.6 -0.4 -0.1 0.3019
H -1.1650 -7.5795 -2.6782 -0.3 0.4 0.0 0.2516
H -1.3113 -6.9682 -0.9810 -0.3 0.7 -0.4 0.0914
H 1.2024 -6.3826 -2.7900 -0.5 -0.4 -0.4 0.2966
H -0.3593 -5.4437 -2.8011 0.7 0.8 -0.4 0.3387
H 0.7702 -5.4702 -1.4210 -0.5 -0.1 0.4 0.3015
C -11.9377 6.1595 -3.8220 0.4 -1.3 0.8 -0.6683
O -11.0337 6.9638 -3.0504 -1.2 1.1 0.1 -0.2976
C -9.7636 6.7165 -3.2004 3.3 -1.5 -0.2 0.8289
O -9.2575 5.5965 -3.3961 -1.1 3.1 0.2 -0.5893
O -9.0507 7.9116 -3.0443 -1.0 -1.6 -0.7 -0.3013
C -7.6380 7.8790 -3.2699 0.8 -1.2 1.1 -0.6907
H -12.0253 6.5985 -4.8158 -0.1 -0.3 0.1 0.2644
H -12.8871 5.9916 -3.3135 -0.1 1.1 0.1 0.2562
H -11.5457 5.1447 -3.7537 0.3 0.0 -1.0 0.3328
H -7.1859 8.5970 -2.5858 -0.2 0.4 -0.5 0.2815
H -7.2781 7.9454 -4.2967 -0.7 0.6 -0.2 0.2840
H -7.1993 6.9361 -2.9434 -0.4 -0.3 0.1 0.2996
C 2.6538 -2.2042 -6.3719 0.2 -1.4 1.7 -0.7345
O 2.2411 -1.8875 -7.7009 0.8 0.5 2.4 -0.2819
C 1.9770 -2.8424 -8.5568 0.0 -4.1 1.2 0.8321
O 1.9453 -4.0831 -8.3662 0.2 3.7 -0.6 -0.6056
O 1.7310 -2.1949 -9.6512 -0.1 1.6 -1.1 -0.2869
C 1.6436 -2.8684 -10.8427 -0.5 -2.3 -1.8 -0.6736
H 3.6356 -1.8436 -6.0650 -0.1 0.8 -0.8 0.3132
H 2.7578 -3.2527 -6.0928 -0.1 -0.6 -1.3 0.3502
H 1.9454 -1.9784 -5.5748 -0.5 1.1 -0.6 0.2365
H 2.5386 -3.4206 -11.1291 0.5 0.3 0.4 0.3041
H 1.4007 -2.2418 -11.7009 -0.1 0.5 0.6 0.2521
H 0.9047 -3.6671 -10.7779 -0.3 0.1 0.0 0.2970
C -11.6791 -5.7204 -2.7877 -1.8 -0.1 1.6 -0.7087
O -10.3332 -6.0829 -2.6457 1.3 0.7 -0.2 -0.3031
C -9.5563 -5.4524 -1.6742 -1.8 -0.4 -1.3 0.7626
O -9.8213 -5.2126 -0.5445 -1.0 -0.4 1.0 -0.5226
O -8.4565 -5.0990 -2.2589 0.0 -1.6 -1.4 -0.2834
C -7.3686 -4.7755 -1.4759 1.4 2.6 0.4 -0.6721
H -12.2639 -6.3539 -3.4547 0.8 -0.6 0.0 0.2562
H -11.9716 -4.7284 -3.1318 1.1 0.5 -0.1 0.2904
H -12.1021 -5.8218 -1.7882 -0.5 0.0 0.0 0.3240
H -7.6069 -4.2901 -0.5295 -0.4 -0.4 0.1 0.3374
H -7.0201 -3.9466 -2.0920 1.3 -0.1 0.3 0.2528
H -6.6193 -5.5497 -1.3108 -0.3 -0.2 -0.4 0.2667
C -3.4025 3.9967 -10.7070 0.0 -0.1 0.1 -0.6128
O -4.7788 3.5699 -10.5009 0.7 0.4 -0.6 -0.2900
C -5.4603 4.1647 -9.5133 3.6 1.5 1.9 0.8437
O -5.0790 5.0341 -8.7571 1.1 0.7 -1.0 -0.6170
O -6.5201 3.5475 -9.2705 -4.5 -2.9 0.0 -0.3061
C -7.0718 3.5349 -7.9474 -0.3 -0.5 0.7 -0.6934
H -2.7190 3.5688 -9.9737 -0.5 0.2 0.7 0.2578
H -3.3214 5.0836 -10.7191 0.0 -0.2 0.0 0.2867
H -3.0038 3.5408 -11.6133 -0.8 0.2 -0.4 0.2437
H -6.9809 4.4607 -7.3794 0.0 0.1 -0.6 0.3482
H -6.6209 2.7421 -7.3506 0.7 0.1 -0.2 0.2885
H -8.0962 3.1639 -7.9808 -0.1 0.6 -0.6 0.2480
C -7.0893 -0.3683 -12.4147 1.0 0.1 1.1 -0.5556
O -6.2207 -1.4927 -12.1560 0.3 -1.4 0.6 -0.3131
C -5.7898 -1.9130 -10.9128 -0.9 1.1 0.8 0.7745
O -6.0628 -1.4178 -9.8083 0.6 -1.4 -3.0 -0.5850
O -4.9865 -2.9768 -11.1566 -0.8 0.5 -0.3 -0.2871
C -4.7749 -3.9531 -10.1123 -0.7 1.4 0.4 -0.5769
H -7.6729 -0.1990 -11.5098 0.2 0.6 -0.1 0.2996
H -7.7735 -0.4941 -13.2538 0.3 -0.9 0.0 0.2288
H -6.3682 0.3956 -12.7053 -0.6 0.6 0.4 0.2391
H -4.1318 -3.4661 -9.3792 0.5 -0.7 0.0 0.2583
H -4.4298 -4.8665 -10.5969 0.3 0.4 0.2 0.2131
H -5.7194 -4.1216 -9.5951 -0.1 -0.2 -0.1 0.3082
```
Positions in Å, forces in eV/Å.

- Kohn-Sham gap (eV) = 8.132
- LUMO (Ha) = 0.005
- HOMO level (eV) = -7.99
- charge = 0